DFT (ωB97M-V with the def2-TZVPD basis set) results for a single C11H13ClO molecule.

Cartesian coordinates (Å):
Cl: -0.582 -1.984 -0.504
O: -0.223 -2.140 3.819
C: 1.080 0.230 -2.429
C: 1.749 0.209 -1.036
C: -0.228 -0.005 3.323
C: 0.675 0.439 0.151
C: -0.577 -2.106 2.616
C: -0.199 -0.813 4.426
C: -0.707 -0.817 2.016
C: 0.062 1.193 -2.552
C: -0.420 -0.566 0.455
C: -0.747 0.790 -0.106
C: -1.198 0.849 -1.570
H: -1.799 -0.457 1.949
H: 2.464 0.984 -0.965
H: -0.696 -3.099 2.106
H: -0.309 1.283 -3.659
H: -1.653 -0.095 -2.042
H: -0.164 1.140 3.248
H: 2.416 -0.718 -0.818
H: -1.057 1.534 0.573
H: 1.205 0.881 1.050
H: 0.381 2.227 -2.228
H: 1.790 0.371 -3.263
H: -2.050 1.580 -1.868
H: 0.787 -0.909 -2.691

Summary:
HOMO (alpha / beta) (hartree): -0.302 / -0.302
Kohn-Sham gap (alpha / beta) (eV): 7.6 / 7.6
Multiplicity: 1
LUMO (alpha / beta) (eV): -0.57 / -0.57
Max |F| (Eh/bohr): 0.1190
Energy relative to the best compared isomer or geometry (same formula, charge and spin) (eV): 7.122

=====

DFT (ωB97M-V with the def2-TZVPD basis set) results for a molecular structure, C36H57AsBCsF6N8OS4SbSi2.

Cartesian coordinates (Å):
Cs: -1.497 -0.174 -0.708
Sb: -2.979 -3.221 -3.322
As: 1.544 2.505 -2.018
S: -3.134 1.878 1.658
S: 1.071 0.971 1.922
S: 0.700 -5.120 3.417
S: -1.350 -2.082 2.300
Si: 2.216 0.527 -3.126
Si: 1.034 3.819 -3.890
F: -2.896 -4.626 -2.062
F: -3.042 -1.801 -4.559
F: -2.597 -1.972 -1.921
F: -4.826 -3.016 -2.973
F: -3.352 -4.454 -4.709
F: -1.120 -3.420 -3.640
O: -0.956 1.415 -2.425
N: -3.962 -1.539 2.940
N: 1.180 -4.196 0.866
N: -0.363 2.247 -1.638
N: -1.310 2.049 3.677
N: -1.326 3.823 2.397
N: -2.526 -0.240 3.949
N: 0.018 -0.071 4.222
N: 2.005 -0.847 3.760
C: -4.673 -0.726 3.816
C: 2.236 -4.309 -5.184
C: 1.741 -4.330 -3.889
C: -2.077 6.109 2.021
C: 4.102 0.316 3.269
C: -3.780 0.072 4.421
C: 2.110 -4.226 -1.469
C: 1.001 -0.780 -3.714
C: -1.488 4.866 1.347
C: 3.354 -1.013 3.173
C: 1.665 -4.221 -0.354
C: 0.042 5.266 -3.219
C: -2.383 4.468 0.178
C: -1.881 2.579 2.561
C: 4.473 -4.058 -4.340
C: -6.091 -2.517 2.205
C: 0.341 -1.007 5.180
C: 3.285 0.964 -4.622
C: 3.598 -4.171 -5.414
C: 0.972 -4.627 1.953
C: 2.549 4.565 -4.742
C: -4.128 -3.978 2.659
C: -0.004 2.950 -5.187
C: -4.568 -2.619 2.119
C: -4.177 -2.442 0.651
C: 4.125 -2.075 3.958
C: 2.618 -4.214 -2.811
C: 3.348 -0.338 -1.898
C: -0.099 5.159 0.772
C: 1.029 0.022 3.326
C: 3.988 -4.082 -3.044
C: -0.444 4.061 3.442
C: -0.447 2.974 4.223
C: 3.252 -1.480 1.726
C: 1.561 -1.492 4.908
C: -2.626 -1.269 3.072
B: -1.341 0.660 4.368
H: 4.659 -3.981 -2.201
H: -2.005 3.581 -0.328
H: 0.127 4.965 3.525
H: 1.486 -1.362 -4.503
H: 0.302 4.259 0.304
H: -3.035 5.862 2.482
H: 4.256 -1.612 1.315
H: -3.045 -4.071 2.602
H: 2.724 -2.431 1.677
H: 0.647 5.854 -2.525
H: 4.281 -1.782 4.998
H: -0.826 4.893 -2.672
H: -3.932 0.889 5.102
H: -2.240 6.886 1.272
H: -6.512 -3.265 1.533
H: -3.104 -2.540 0.508
H: 2.714 -0.752 1.127
H: -1.478 0.884 5.559
H: -4.439 -4.086 3.702
H: -0.738 2.317 -4.683
H: 2.234 5.343 -5.445
H: -1.415 6.509 2.791
H: 0.126 2.750 5.105
H: 4.044 1.710 -4.376
H: -4.586 -4.774 2.069
H: -0.532 3.670 -5.820
H: 0.733 -1.476 -2.914
H: 2.780 -0.618 -1.010
H: -5.742 -0.720 3.877
H: 5.536 -3.941 -4.514
H: 0.606 2.312 -5.830
H: 3.573 1.089 2.713
H: -4.491 -1.462 0.289
H: 1.548 -4.383 -6.015
H: -3.410 4.290 0.486
H: 0.678 -4.416 -3.706
H: -4.676 -3.203 0.050
H: 3.791 0.063 -4.982
H: 3.779 -1.250 -2.326
H: 5.103 -2.189 3.490
H: 2.677 1.359 -5.438
H: 3.220 5.020 -4.010
H: 4.159 0.319 -1.573
H: -6.441 -1.536 1.878
H: 3.115 3.815 -5.296
H: 0.609 5.502 1.528
H: 2.120 -2.253 5.413
H: -0.301 5.921 -4.025
H: 3.620 -3.042 3.929
H: -2.355 5.305 -0.525
H: -0.349 -1.264 5.963
H: -6.466 -2.717 3.210
H: 4.186 0.623 4.314
H: 0.073 -0.369 -4.110
H: 5.106 0.199 2.856
H: -0.186 5.935 0.010
H: 3.977 -4.143 -6.428

Summary:
Net charge: -2
Expectation value of S²: 0.76
HOMO (alpha / beta) (hartree): -0.063 / -0.064
Kohn-Sham gap (alpha / beta) (eV): 5.3 / 5.3
Multiplicity: 2
LUMO (alpha / beta) (eV): 3.55 / 3.55
Max |F| (Eh/bohr): 0.0607
Energy relative to the best compared isomer or geometry (same formula, charge and spin) (eV): 1.941

=====

DFT (ωB97M-V with the def2-TZVPD basis set) results for 10 unconnected molecules or ions with the total composition C36H72Br4O16.

Cartesian coordinates (Å):
Br: 2.526 -2.934 0.934
Br: -2.522 0.115 4.325
Br: -1.852 -4.335 1.431
Br: -3.754 4.406 3.068
O: -0.407 -5.383 -2.809
O: 0.139 0.806 2.230
O: 6.446 4.935 -1.061
O: 6.118 6.967 -1.964
O: -6.899 -3.772 0.413
O: -6.205 2.510 2.232
O: 2.437 -0.996 7.153
O: 7.303 -0.734 -0.756
O: -6.150 1.146 0.456
O: -7.784 -2.854 -1.430
O: 2.520 0.889 5.956
O: -0.496 0.440 0.100
O: 1.632 1.315 -4.550
O: -0.767 -3.187 -3.174
O: 3.221 0.915 -3.047
O: 5.102 -1.123 -0.501
C: 6.386 -1.283 -0.193
C: 6.583 -2.252 0.931
C: -5.290 1.571 -1.718
C: -2.453 -0.813 0.871
C: -6.534 1.495 1.684
C: -3.579 1.660 3.614
C: -9.018 -4.343 -2.832
C: 1.496 2.442 -2.458
C: -5.311 2.043 -0.286
C: 4.739 0.960 7.113
C: 0.613 -2.911 1.269
C: 4.822 1.263 -0.917
C: -7.409 0.424 2.297
C: 5.230 5.007 -0.287
C: -6.860 -2.971 -0.479
C: -2.518 -4.464 -2.223
C: 4.759 -0.142 -1.480
C: 0.405 0.553 1.086
C: 1.054 0.029 -6.444
C: 0.551 -2.904 -3.580
C: -1.893 0.523 0.432
C: -5.743 -1.987 -0.652
C: -8.864 -3.785 -1.429
C: 1.811 0.483 0.554
C: 2.036 -0.319 6.245
C: 4.641 3.628 -0.249
C: 1.274 -2.104 -2.499
C: 2.162 0.327 -5.450
C: 0.004 -4.227 0.808
C: -1.120 -4.415 -2.780
C: 2.228 1.513 -3.390
C: -2.657 2.848 3.547
C: 6.814 6.005 -1.761
C: 1.018 -0.804 5.255
C: 8.205 5.870 -2.337
C: 3.381 1.578 6.867
H: 1.144 -3.790 -3.829
H: -6.782 -0.467 2.376
H: 1.501 3.440 -2.904
H: -5.502 -1.861 -1.707
H: 1.391 -0.668 -7.211
H: 3.481 2.578 6.449
H: -3.155 -4.325 -3.102
H: 1.851 0.611 -0.528
H: 0.455 2.179 -2.282
H: 4.602 1.936 -1.745
H: -9.865 -5.024 -2.932
H: 0.252 -0.467 -5.901
H: 3.740 -0.352 -1.813
H: 2.811 1.692 7.793
H: -6.152 -1.052 -0.253
H: 0.238 -1.329 5.805
H: -8.737 -4.644 -0.767
H: 1.280 -2.622 -1.542
H: 2.435 1.238 1.020
H: 6.368 -1.685 1.840
H: -2.691 -5.370 -1.659
H: 1.477 -1.559 4.611
H: 5.371 1.056 6.228
H: 0.593 -0.064 4.582
H: 0.572 -5.072 1.183
H: 8.431 6.648 -3.058
H: -1.880 -1.089 1.754
H: -4.837 -2.196 -0.095
H: -2.317 -1.596 0.123
H: 3.096 0.688 -5.876
H: -8.110 -4.866 -3.125
H: -7.714 0.744 3.290
H: 0.697 -1.181 -2.368
H: 5.308 -0.207 -2.423
H: 5.994 -3.154 0.789
H: 2.373 -0.569 -4.864
H: 0.516 -2.347 -4.517
H: -2.732 -3.614 -1.573
H: -4.325 2.096 0.189
H: -2.363 0.820 -0.507
H: -4.820 0.586 -1.755
H: 2.280 -1.827 -2.811
H: -4.754 2.287 -2.336
H: 4.155 1.400 -0.064
H: -5.718 3.049 -0.134
H: 5.396 2.898 0.049
H: -9.735 -3.280 -1.008
H: -2.064 1.269 1.205
H: 5.808 1.495 -0.510
H: -8.316 0.215 1.735
H: 0.501 -2.855 2.348
H: 2.082 2.476 -1.547
H: 2.228 -0.526 0.639
H: 5.174 1.545 7.929
H: -0.063 -4.323 -0.272
H: 4.804 -0.079 7.426
H: -2.284 3.134 4.528
H: -9.241 -3.562 -3.563
H: 8.918 5.924 -1.511
H: -3.523 -0.700 1.037
H: -4.444 1.829 4.241
H: 5.542 5.371 0.695
H: 0.208 -2.027 0.789
H: 8.363 4.913 -2.836
H: 4.295 3.341 -1.243
H: -1.772 2.747 2.926
H: -3.837 1.355 2.605
H: 4.535 5.759 -0.657
H: 0.727 0.963 -6.896
H: -6.303 1.413 -2.087
H: 3.843 3.572 0.492
H: 7.628 -2.541 1.000

Summary:
HOMO (hartree): -0.368
Kohn-Sham gap (eV): 10.2
Multiplicity: 1
LUMO (eV): 0.15
Max |F| (Eh/bohr): 0.0432
SMILES string: CCOC(C)=O.CCOC(C)=O.CCOC(C)=O.CCOC(C)=O.CCOC(C)=O.CCOC(C)=O.CCOC(C)=O.CCOC(C)=O.BrCCBr.BrCCBr

=====

DFT (ωB97M-V with the def2-TZVPD basis set) results for a molecular structure, C58H64N8O4PbSe.

Cartesian coordinates (Å):
Pb: -1.044 -0.074 -1.576
Se: 1.301 0.933 0.029
O: 0.993 -1.467 -2.003
O: -0.686 -1.354 0.594
O: -1.635 -1.191 -3.854
O: -2.617 1.045 0.012
N: -1.176 9.763 -2.718
N: -5.664 2.185 -1.154
N: -3.132 -1.339 -1.240
N: 0.928 1.381 -3.723
N: -1.263 2.663 -2.658
N: -3.875 -0.911 -0.166
N: 3.432 2.132 -2.791
N: -3.911 1.697 -3.257
C: -3.472 -2.487 -1.775
C: -2.143 -2.333 -3.935
C: 0.201 1.289 6.287
C: -1.401 -3.290 4.517
C: -4.524 2.846 -1.276
C: -1.201 6.937 -2.673
C: -2.251 9.062 -3.072
C: -3.908 1.635 2.396
C: -2.733 -2.466 2.597
C: 3.000 -2.639 -1.454
C: 3.064 -5.145 -1.245
C: 1.235 0.755 2.874
C: -0.111 9.054 -2.346
C: -0.054 4.719 -2.798
C: 3.816 -0.400 0.021
C: 1.390 0.816 5.437
C: 1.985 0.603 -3.888
C: 3.240 0.976 -3.421
C: 1.097 2.515 -3.047
C: -1.885 -3.093 -5.240
C: 2.650 -3.968 -2.147
C: -0.070 7.674 -2.308
C: 0.886 0.247 4.113
C: -4.609 1.981 3.542
C: 2.527 -0.487 -0.474
C: -6.182 0.225 3.103
C: -2.379 3.367 -2.472
C: 2.360 2.884 -2.584
C: 0.720 0.201 1.713
C: -2.400 4.756 -2.449
C: -1.309 -2.747 3.087
C: 2.331 2.005 5.229
C: -2.316 7.681 -3.069
C: 0.047 -0.874 4.113
C: 6.615 -2.444 1.047
C: -1.216 5.469 -2.633
C: -3.528 0.224 0.383
C: -0.468 -1.470 2.980
C: -4.510 -3.350 -1.083
C: -5.899 1.235 -2.058
C: 1.153 -4.148 -2.434
C: 2.080 -1.536 -1.337
C: -5.485 -0.117 1.956
C: 2.164 -0.267 6.207
C: 6.226 -1.280 0.124
C: 6.534 0.031 0.852
C: -0.671 -3.834 2.204
C: 4.755 -1.380 -0.267
C: -2.951 -2.986 -2.992
C: -3.642 2.607 -2.332
C: -0.191 -0.893 1.682
C: 4.288 -2.494 -0.969
C: -0.115 3.331 -2.812
C: 3.410 -4.056 -3.481
C: -5.022 0.989 -3.099
C: -5.747 1.275 3.903
C: -4.336 0.584 1.589
C: 7.097 -1.330 -1.142
H: 7.601 0.086 1.086
H: -3.218 7.184 -3.397
H: -1.911 -2.583 5.176
H: 6.274 0.886 0.226
H: 0.826 7.171 -1.971
H: 2.516 3.800 -2.025
H: 3.223 1.699 4.680
H: 1.833 2.800 4.672
H: 3.211 -5.012 -3.977
H: -6.292 1.534 4.804
H: -3.345 -3.372 2.649
H: -4.265 2.799 4.165
H: -0.198 -1.307 5.076
H: -4.303 3.581 -0.511
H: -0.657 -3.491 1.171
H: -7.065 -0.336 3.389
H: -2.410 -4.047 -5.274
H: 4.991 -3.301 -1.154
H: -5.060 -3.956 -1.804
H: 4.488 -3.964 -3.329
H: 2.538 0.127 7.158
H: 0.572 -4.057 -1.517
H: 0.759 9.639 -2.065
H: -3.106 9.651 -3.385
H: -1.240 -4.767 2.268
H: 4.141 -5.182 -1.074
H: -0.355 2.064 5.758
H: 0.785 -3.389 -3.116
H: -0.484 0.467 6.497
H: -3.000 2.154 2.115
H: -5.210 0.222 -3.841
H: -5.806 -0.941 1.334
H: 6.816 -0.524 -1.821
H: 2.568 -5.061 -0.277
H: 3.011 -0.610 5.611
H: 4.116 0.353 -3.557
H: 1.920 1.587 2.761
H: -3.337 5.276 -2.301
H: 6.974 -2.278 -1.667
H: 2.644 2.407 6.196
H: 0.547 1.699 7.242
H: -0.411 -3.512 4.927
H: 3.088 -3.249 -4.141
H: 0.359 -4.024 2.519
H: 1.529 -1.128 6.418
H: 0.978 -5.139 -2.867
H: -2.199 -2.474 -6.082
H: 5.973 0.097 1.785
H: 0.890 5.210 -2.993
H: -5.196 -2.721 -0.523
H: 4.057 0.470 0.619
H: -6.822 0.680 -1.936
H: -2.706 -2.122 1.567
H: -3.207 -1.692 3.205
H: 2.764 -6.091 -1.705
H: -4.013 -4.013 -0.370
H: -1.981 -4.216 4.512
H: -0.812 -3.268 -5.339
H: 1.813 -0.330 -4.409
H: -3.276 -3.987 -3.252
H: 8.155 -1.216 -0.885
H: 6.449 -3.405 0.559
H: 6.013 -2.421 1.957
H: 7.672 -2.378 1.324

Summary:
Net charge: -2
HOMO (hartree): -0.051
Kohn-Sham gap (eV): 4.5
Multiplicity: 1
LUMO (eV): 3.16
Max |F| (Eh/bohr): 0.0175